{"formula": "C7H9N", "method": "ωB97M-V/def2-TZVPD", "e_tot_ha": -326.68523, "relative_energy_kj_mol": 540.2, "smiles": "CN1[C@@H]2C=CC=C[C@@H]21", "elements": ["C", "N", "C", "C", "C", "C", "C", "C", "H", "H", "H", "H", "H", "H", "H", "H", "H"], "positions_angstrom": [[1.8529, 0.0342, 1.2035], [1.7078, -0.3095, -0.2260], [0.5883, 0.6053, -1.0007], [-0.4299, 1.3466, -0.3992], [-1.5035, 0.9418, 0.4635], [-1.9853, -0.4879, 0.3864], [-0.9683, -1.2883, -0.0922], [0.3576, -0.9034, -0.6471], [2.6524, -0.5433, 1.7956], [0.9239, -0.1009, 1.7387], [2.2283, 1.2381, 0.9769], [0.8627, 0.8059, -2.1006], [-0.3400, 2.4735, -0.6456], [-2.1415, 1.6933, 0.9383], [-2.9406, -0.7918, 1.0665], [-1.0762, -2.4815, -0.2253], [0.4067, -1.6169, -1.4486]], "forces_ev_per_a": [[1.8, 3.1, -1.0], [-3.6, 0.1, -0.7], [1.8, -4.4, -1.6], [-2.9, 3.9, 2.9], [1.2, -0.4, -2.9], [1.9, 0.6, 2.6], [-1.3, -2.9, 1.2], [0.2, 0.6, -1.4], [-0.9, 0.7, -1.5], [-0.3, 0.6, 0.3], [-1.1, -3.3, 1.9], [0.0, 0.0, 2.1], [-0.4, -1.7, 0.8], [0.3, -0.2, -0.4], [2.4, 0.5, -2.4], [-0.3, 2.9, 0.4], [1.3, -0.1, -0.5]]}

{"formula": "C5H12O2", "method": "ωB97M-V/def2-TZVPD", "e_tot_ha": -348.17246, "relative_energy_kj_mol": 84.9, "smiles": "CC[C@@H](O)CCO", "elements": ["C", "C", "C", "O", "C", "C", "O", "H", "H", "H", "H", "H", "H", "H", "H", "H", "H", "H", "H"], "positions_angstrom": [[2.5785, -0.3224, 0.6372], [1.4448, 0.1489, -0.2675], [0.1088, -0.5410, -0.0175], [-0.2604, -0.3037, 1.3443], [-0.9647, -0.0459, -1.0183], [-2.2778, 0.4512, -0.4105], [-2.1712, 1.6605, 0.3103], [3.5286, 0.1349, 0.3397], [2.3795, -0.0574, 1.6790], [2.7032, -1.4112, 0.5840], [1.7074, -0.0210, -1.3209], [1.2895, 1.2298, -0.1532], [0.2602, -1.6255, -0.1504], [-0.9115, -0.9734, 1.5862], [-1.2075, -0.8529, -1.7237], [-0.5526, 0.7763, -1.6155], [-2.7398, -0.3329, 0.2099], [-2.9731, 0.6491, -1.2334], [-1.9421, 1.4366, 1.2203]], "forces_ev_per_a": [[0.0, 0.0, 0.0], [0.0, 0.0, 0.0], [0.1, 0.0, -0.2], [-0.2, -0.2, 0.1], [0.0, 0.1, 0.0], [-0.1, -0.4, -0.3], [0.0, 0.0, 0.3], [-0.2, -0.1, 0.1], [0.0, -0.1, -0.1], [0.0, 0.1, 0.0], [-0.1, 0.0, 0.2], [0.0, -0.1, 0.0], [-0.1, 0.2, 0.1], [0.1, 0.1, 0.1], [0.0, 0.1, 0.1], [0.0, -0.1, 0.1], [0.0, 0.1, -0.1], [0.1, -0.1, 0.1], [0.2, 0.1, -0.2]]}